Entry 1:
{"formula": "C18H22N2O3S", "method": "wB97M-V/def2-TZVPD", "homo_ev": -7.196, "smiles": "CCOC(=O)c1cc(NCc2cccs2)ccc1N1CCOCC1", "elements": ["C", "C", "O", "C", "O", "C", "C", "C", "N", "C", "C", "C", "C", "C", "S", "C", "C", "C", "N", "C", "C", "O", "C", "C", "H", "H", "H", "H", "H", "H", "H", "H", "H", "H", "H", "H", "H", "H", "H", "H", "H", "H", "H", "H", "H", "H"], "coordinates": [[-1.10141, -3.58555, 1.31543], [-0.31822, -3.27896, 0.04624], [-0.23417, -1.87314, -0.16841], [0.81503, -1.22243, 0.36772], [1.72364, -1.78331, 0.93228], [0.66004, 0.24272, 0.21395], [-0.62250, 0.75388, 0.38146], [-0.86328, 2.12202, 0.40309], [-2.13852, 2.64678, 0.51433], [-3.24026, 1.85403, 1.01030], [-3.68131, 0.84481, -0.00670], [-3.71863, 0.97396, -1.35882], [-4.17910, -0.19165, -2.01344], [-4.48623, -1.18937, -1.14973], [-4.21657, -0.72914, 0.48587], [0.23370, 2.97618, 0.26268], [1.50368, 2.47950, 0.06736], [1.75517, 1.10400, 0.02272], [3.02496, 0.59190, -0.18235], [3.27418, -0.36334, -1.24079], [4.41757, -1.27922, -0.80550], [5.58056, -0.52401, -0.53959], [5.33377, 0.42909, 0.46600], [4.20073, 1.38870, 0.07712], [-1.20748, -4.66040, 1.43172], [-2.08899, -3.13224, 1.26487], [-0.57506, -3.18696, 2.17956], [0.69442, -3.69126, 0.11288], [-0.82639, -3.67780, -0.83487], [-1.42774, 0.05352, 0.51782], [-2.16594, 3.62525, 0.75409], [-2.98453, 1.33172, 1.94586], [-4.07087, 2.53515, 1.22584], [-3.41438, 1.86900, -1.86983], [-4.27490, -0.27745, -3.08095], [-4.85878, -2.17150, -1.36214], [0.07877, 4.04609, 0.29093], [2.31717, 3.17553, -0.06692], [2.37865, -0.94479, -1.45076], [3.57337, 0.16799, -2.16148], [4.68332, -1.98057, -1.59814], [4.10542, -1.82791, 0.09338], [6.26950, 0.97322, 0.60828], [5.05583, -0.08016, 1.40073], [4.01079, 2.06737, 0.90906], [4.50621, 1.96937, -0.80958]], "forces_ev_per_a": [[0.19, 0.24, -0.30], [0.10, -0.53, 0.22], [-0.12, 0.26, -0.14], [0.15, -0.33, 0.23], [-0.16, 0.04, -0.08], [0.13, 0.49, -0.05], [-0.01, 0.12, 0.05], [0.45, -0.11, -0.09], [-0.43, 0.47, 0.08], [0.07, 0.07, 0.05], [-0.30, -0.36, 0.07], [0.04, 0.11, 0.28], [-0.09, -0.19, -0.05], [-0.01, -0.08, 0.33], [0.09, 0.39, -0.43], [-0.19, -0.15, 0.04], [0.08, -0.13, -0.02], [-0.41, -0.09, 0.06], [0.34, 0.00, 0.08], [0.23, -0.25, 0.01], [-0.35, -0.11, -0.19], [0.15, 0.04, -0.11], [-0.06, 0.37, 0.12], [0.24, -0.24, 0.12], [-0.02, -0.13, 0.04], [-0.09, 0.01, 0.01], [0.03, -0.01, 0.10], [-0.20, 0.03, -0.09], [0.09, 0.07, 0.08], [-0.08, -0.07, -0.03], [-0.03, -0.14, 0.05], [-0.02, 0.09, -0.03], [0.15, -0.08, 0.04], [0.11, 0.19, -0.05], [-0.02, -0.05, -0.18], [-0.08, -0.20, -0.12], [-0.01, 0.12, -0.02], [0.09, 0.04, -0.04], [0.07, 0.00, -0.06], [-0.07, -0.08, 0.02], [-0.06, 0.01, 0.04], [0.02, 0.03, -0.11], [-0.07, 0.00, 0.04], [0.03, 0.08, -0.04], [0.03, 0.02, -0.02], [-0.01, 0.05, 0.07]]}

Entry 2:
{"formula": "C18H22N2O5", "method": "wB97M-V/def2-TZVPD", "homo_ev": -8.731, "smiles": "N[C@@H](Cc1ccc(O)cc1)C(=O)O.N[C@@H](Cc1ccccc1)C(=O)O", "elements": ["N", "C", "C", "C", "C", "C", "C", "O", "C", "C", "C", "O", "O", "H", "H", "H", "H", "H", "H", "H", "H", "H", "H", "H", "N", "C", "C", "C", "C", "C", "C", "C", "C", "C", "O", "O", "H", "H", "H", "H", "H", "H", "H", "H", "H", "H", "H"], "coordinates": [[2.47873, 3.29313, 3.87143], [3.21790, 2.25887, 3.04606], [3.38289, 2.58175, 1.58251], [1.97758, 2.71277, 1.09591], [1.28292, 1.56739, 0.60577], [0.04319, 1.67216, 0.01848], [-0.41351, 2.97812, -0.30162], [-1.51069, 3.16801, -1.06783], [0.24640, 4.12519, 0.02571], [1.41810, 3.91869, 0.77333], [4.55719, 1.73586, 3.64456], [5.33865, 1.01582, 3.01102], [4.52894, 2.14570, 4.93922], [1.55038, 3.27039, 3.60520], [2.81599, 4.23091, 3.62279], [2.61880, 1.29437, 3.10288], [4.03021, 3.47636, 1.47589], [3.83081, 1.76894, 1.06661], [1.77429, 0.51754, 0.66170], [-0.60147, 0.78970, -0.16439], [-1.46212, 3.99999, -1.49023], [0.02530, 5.07185, -0.39309], [1.99406, 4.79153, 0.93851], [3.80130, 2.69205, 5.00662], [-5.21116, -1.60147, -1.44063], [-3.75467, -1.78814, -1.58013], [-3.36649, -3.32312, -1.76371], [-1.85759, -3.65859, -1.52605], [-1.20862, -3.12341, -0.38681], [0.14311, -3.54650, -0.21272], [0.86182, -4.33182, -1.12490], [0.25345, -4.62114, -2.38447], [-1.10499, -4.35625, -2.50193], [-3.05163, -0.88019, -2.72235], [-3.73642, -0.37855, -3.60376], [-1.67734, -0.72293, -2.63782], [-5.37399, -0.75059, -0.99864], [-5.58212, -1.46806, -2.37752], [-3.32308, -1.49643, -0.67343], [-3.76326, -3.75870, -2.71360], [-3.89435, -3.78271, -1.00498], [-1.61608, -2.41254, 0.18856], [0.64204, -3.19466, 0.54357], [1.89370, -4.66879, -0.85110], [0.81103, -5.10981, -3.27254], [-1.66630, -4.68593, -3.32033], [-1.34290, -1.41676, -2.31174]], "forces_ev_per_a": [[3.62, -0.48, -0.31], [0.00, -1.59, 0.19], [-0.87, 0.91, 0.88], [-0.51, -0.79, -2.59], [1.08, -1.39, 0.88], [-0.82, 0.52, 0.03], [-0.63, 0.00, -0.62], [-1.22, -2.50, 0.11], [2.25, -1.91, 1.51], [-0.30, 1.14, -0.59], [-0.73, 0.02, -0.61], [-1.72, 2.10, 2.56], [4.99, -3.35, -0.79], [-2.34, -0.16, -0.48], [-0.07, -0.43, 0.07], [0.30, 1.16, 0.00], [-0.57, -0.29, -0.18], [0.67, -0.70, -0.27], [-0.92, 1.88, 0.20], [0.66, 0.73, -0.35], [0.00, 1.35, -0.56], [-0.46, 0.79, -0.05], [0.65, 0.83, 0.47], [-3.08, 2.12, 0.49], [1.41, -1.70, -1.72], [0.39, -0.60, -2.10], [1.30, 1.13, -1.49], [-0.41, 1.18, -0.05], [2.97, -3.90, -3.83], [-3.04, -1.36, -4.08], [-0.26, 0.07, -0.84], [0.89, -0.90, 0.19], [-0.03, 0.76, 1.53], [-1.74, -0.18, -0.60], [1.87, -0.66, 1.81], [-5.81, 8.40, -4.59], [-0.30, 1.75, 1.07], [-0.14, -0.19, -0.04], [0.73, 0.52, 1.46], [0.50, 0.56, 0.53], [-1.26, -1.10, 1.65], [-1.56, 2.17, 2.39], [2.64, 1.75, 4.45], [-1.03, 0.54, -0.54], [-0.94, 0.76, 1.84], [-0.46, -0.40, -1.43], [4.30, -8.58, 4.41]]}

Entry 3:
{"formula": "C18H22N2O6S2", "method": "wB97M-V/def2-TZVPD", "homo_ev": -9.086, "smiles": "CCN(CC)S(=O)(=O)c1cc(NS(=O)(=O)c2cccc(C(=O)O)c2)ccc1C", "elements": ["C", "C", "N", "C", "C", "S", "O", "O", "C", "C", "C", "N", "S", "O", "O", "C", "C", "C", "C", "C", "C", "O", "O", "C", "C", "C", "C", "C", "H", "H", "H", "H", "H", "H", "H", "H", "H", "H", "H", "H", "H", "H", "H", "H", "H", "H", "H", "H", "H", "H"], "coordinates": [[-0.99976, 0.95856, -1.91584], [-0.18704, 1.92947, -1.06372], [-0.97227, 2.45049, 0.03455], [-1.66329, 3.71103, -0.15646], [-0.73559, 4.92268, -0.15216], [-0.29014, 2.21309, 1.54238], [-1.10160, 2.90300, 2.50208], [1.12034, 2.49797, 1.52839], [-0.47818, 0.43861, 1.73709], [0.67559, -0.28656, 1.95425], [0.61229, -1.66647, 2.11688], [1.76064, -2.42198, 2.34631], [2.02058, -3.78720, 1.39697], [1.12675, -4.82965, 1.79056], [3.42909, -4.02290, 1.44374], [1.52952, -3.18530, -0.22252], [0.49229, -3.79500, -0.90054], [0.07767, -3.27456, -2.11786], [0.68789, -2.14192, -2.62499], [1.72691, -1.52731, -1.92725], [2.32842, -0.28654, -2.47914], [1.94940, 0.25788, -3.48554], [3.32856, 0.18745, -1.73374], [2.15858, -2.06322, -0.71794], [-0.62675, -2.29681, 2.03003], [-1.77029, -1.55103, 1.81654], [-1.72681, -0.16561, 1.67515], [-2.96752, 0.63976, 1.47463], [-0.41701, 0.66207, -2.78295], [-1.91378, 1.43606, -2.25961], [-1.26084, 0.07239, -1.34186], [0.67411, 1.41608, -0.62947], [0.18930, 2.74349, -1.69135], [-2.36794, 3.79517, 0.67236], [-2.22252, 3.65068, -1.09427], [-0.02975, 4.88265, -0.97876], [-1.31813, 5.83631, -0.23751], [-0.17794, 4.94111, 0.78078], [1.61216, 0.24714, 2.00866], [2.60663, -1.88645, 2.47041], [0.03089, -4.66650, -0.46385], [-0.72373, -3.74799, -2.66341], [0.37572, -1.71497, -3.56600], [3.68025, 1.00639, -2.11768], [2.97582, -1.61307, -0.17828], [-0.67357, -3.36726, 2.14913], [-2.72511, -2.05349, 1.77018], [-2.93327, 1.52478, 2.10504], [-3.03684, 0.97550, 0.44130], [-3.84973, 0.05198, 1.71532]], "forces_ev_per_a": [[0.17, 0.22, 0.12], [0.11, -0.50, -0.47], [0.43, -0.25, 1.15], [-0.16, 0.47, 0.28], [-0.14, -0.21, -0.04], [-0.06, -0.15, -0.43], [-0.22, 0.03, -0.05], [-0.01, -0.19, -0.07], [0.16, 0.43, -0.06], [0.28, -0.25, 0.09], [-0.99, 0.48, -0.03], [0.58, -0.84, -0.21], [0.22, 0.40, -0.04], [-0.26, 0.17, -0.13], [0.12, 0.25, -0.07], [0.07, -0.39, 0.50], [0.00, -0.08, 0.04], [0.06, 0.02, 0.01], [0.11, 0.09, 0.02], [0.02, -0.22, 0.26], [-0.17, 0.19, -0.45], [0.00, -0.03, -0.01], [0.42, 0.05, 0.48], [0.06, 0.16, -0.29], [0.09, 0.15, 0.10], [0.09, 0.21, -0.05], [-0.18, -0.08, -0.02], [-0.22, -0.06, 0.01], [0.01, -0.06, -0.13], [-0.15, 0.02, -0.07], [-0.06, -0.10, 0.07], [0.10, 0.04, -0.26], [0.09, -0.01, 0.14], [-0.14, 0.10, -0.20], [-0.01, -0.11, 0.09], [0.09, 0.05, -0.06], [-0.01, 0.12, -0.02], [0.06, 0.14, 0.05], [0.20, 0.00, -0.04], [0.20, -0.08, -0.03], [-0.12, -0.09, 0.00], [-0.07, -0.04, -0.04], [-0.04, 0.05, -0.06], [-0.24, -0.16, -0.13], [0.08, 0.13, 0.05], [-0.11, -0.09, 0.05], [-0.11, -0.03, 0.00], [-0.19, 0.03, 0.00], [-0.08, 0.03, -0.06], [-0.06, -0.02, 0.02]]}

Entry 4:
{"formula": "C18H22N3O8P2Pt", "method": "wB97M-V/def2-TZVPD", "s_squared": 6.0122, "homo_ev": [-17.811, -17.802], "spin_multiplicity": 5, "total_charge": 3, "elements": ["Pt", "C", "C", "C", "C", "N", "C", "C", "C", "C", "C", "C", "N", "C", "C", "C", "C", "C", "N", "H", "H", "H", "H", "H", "H", "H", "H", "H", "H", "H", "C", "C", "O", "P", "O", "O", "O", "P", "O", "O", "O", "H", "H", "H", "H", "H", "H", "H", "C", "O", "H", "H", "H", "H"], "coordinates": [[-0.30447, 0.54814, -0.12926], [1.30283, -3.43420, -1.03993], [0.78959, -3.73480, -2.29131], [0.03538, -2.78672, -2.96916], [-0.18693, -1.55950, -2.38119], [0.31814, -1.28375, -1.16791], [1.03956, -2.19137, -0.49939], [-0.93711, -0.45447, -2.99570], [-1.41400, -0.44594, -4.29256], [-2.03981, 0.69735, -4.76372], [-2.15358, 1.80967, -3.94306], [-1.66074, 1.73621, -2.65387], [-1.08989, 0.61495, -2.20703], [-1.63924, 2.85918, -1.69906], [-2.27122, 4.06778, -1.90976], [-2.12587, 5.08167, -0.97219], [-1.34612, 4.86227, 0.15201], [-0.75527, 3.62439, 0.32017], [-0.91081, 2.64874, -0.58779], [1.89500, -4.14686, -0.48299], [0.97424, -4.70188, -2.74066], [-0.37201, -3.00981, -3.94555], [1.40531, -1.91436, 0.47969], [-1.28697, -1.30413, -4.93728], [-2.41608, 0.73186, -5.77778], [-2.59999, 2.71931, -4.31874], [-2.87400, 4.22334, -2.79358], [-2.60871, 6.03786, -1.12735], [-1.19149, 5.63546, 0.89186], [-0.14135, 3.40309, 1.17974], [-3.31271, 0.53768, 4.08659], [-2.46594, 0.38061, 2.86227], [-2.83466, 1.08777, 1.77442], [-2.04053, -1.34484, 2.28433], [-3.42784, -1.93028, 1.88849], [-1.58190, -2.17717, 3.50375], [-1.09190, -1.19933, 1.14126], [-0.45620, 1.00241, 3.24631], [-0.76953, 2.36657, 3.94710], [0.00267, -0.11111, 4.08081], [0.06448, 1.28731, 1.86492], [-4.27925, 0.05287, 3.90865], [-3.50075, 1.58989, 4.30927], [-2.85461, 0.06747, 4.95597], [-3.51157, 1.75150, 1.99792], [-3.77159, -2.68515, 2.39567], [-0.76379, -1.88359, 3.95504], [-0.62735, 2.39475, 4.91041], [2.87549, 0.62307, -1.05931], [1.75071, 1.36696, -0.49970], [3.78819, 1.17615, -0.85991], [2.75628, 0.47388, -2.12995], [2.92792, -0.32835, -0.54583], [1.75388, 2.26005, -0.86861]], "forces_ev_per_a": [[-0.09, -0.24, -0.21], [0.03, -0.02, 0.01], [0.00, -0.06, -0.05], [0.01, -0.15, -0.13], [0.07, 0.04, 0.17], [0.17, -0.11, 0.19], [-0.07, 0.07, -0.17], [0.00, 0.05, 0.04], [-0.06, -0.02, -0.14], [-0.02, 0.01, -0.04], [-0.07, 0.02, -0.11], [0.01, -0.03, 0.02], [0.05, -0.05, 0.12], [0.03, 0.00, 0.12], [-0.07, 0.11, -0.05], [-0.02, 0.05, -0.04], [-0.01, 0.03, -0.02], [0.01, 0.02, -0.18], [0.07, 0.04, 0.23], [0.00, 0.00, -0.01], [-0.01, 0.01, 0.00], [0.01, -0.01, 0.03], [-0.03, 0.03, 0.03], [-0.01, 0.02, 0.02], [0.00, 0.00, 0.01], [0.00, -0.02, 0.01], [0.02, 0.02, 0.02], [-0.01, -0.01, 0.00], [0.01, -0.01, -0.01], [0.00, -0.04, -0.01], [0.18, -0.03, 0.13], [-0.44, -0.36, -0.17], [-0.04, 0.15, 0.05], [0.09, 0.11, 0.03], [0.07, -0.03, -0.01], [-0.07, -0.13, 0.01], [-0.22, 0.11, 0.00], [0.51, 0.10, 0.02], [0.09, -0.02, -0.05], [-0.07, 0.07, 0.01], [-0.27, 0.07, 0.34], [0.01, -0.01, -0.02], [0.02, 0.02, -0.01], [0.00, -0.01, -0.01], [0.02, 0.03, -0.01], [-0.01, 0.02, -0.04], [-0.02, 0.07, -0.03], [-0.05, -0.01, -0.04], [0.06, 0.04, -0.03], [0.24, -0.06, -0.09], [0.01, 0.11, 0.04], [-0.09, 0.00, -0.02], [-0.04, 0.00, 0.06], [-0.03, 0.01, 0.00]]}